[1]
A molecular structure, C25H27N7O2PdS. Source: the Open Molecules 2025 dataset; level of theory: ωB97M-V/def2-TZVPD.

Computed properties:
DFT total energy: -55157.162 eV
molar mass: 596.03 g/mol
HOMO-LUMO gap (spin up / spin down): 7.77 / 4.36 eV
E_HOMO (spin up / spin down): -19.30 / -19.30 eV
LUMO (spin up / spin down): -11.5 / -14.9 eV

ORCA input file:
```
! RIJCOSX wB97M-V def2-TZVPD def2/J DEFGRID3
* xyz 4 5
Pd 0.2942 -0.3147 0.1730
O 1.2936 3.7430 -5.7030
N 1.1129 4.4224 -4.7165
O 1.1936 5.6235 -4.6570
C 0.8456 3.6941 -3.4323
C 0.5843 4.4618 -2.3638
C 0.3133 3.8705 -1.0879
C -0.0087 4.6288 0.0508
C -0.2947 3.9902 1.2358
C -0.2395 2.5991 1.2745
N 0.0950 1.8696 0.2143
C 0.3563 2.4838 -0.9641
C 0.6390 1.6717 -2.1091
N 0.6414 0.3286 -1.9180
C 0.8166 -0.4791 -2.9562
C 1.0198 0.0071 -4.2434
C 1.0509 1.3649 -4.4515
C 0.8588 2.2515 -3.3650
H 0.5731 5.5370 -2.4749
H -0.0452 5.7097 -0.0146
H -0.5692 4.5465 2.1212
H -0.4993 2.0600 2.1783
H 0.8095 -1.5443 -2.7634
H 1.1522 -0.6808 -5.0675
H 1.2158 1.7591 -5.4418
C -2.6420 -5.4402 0.5093
N -1.3304 -4.6983 0.4242
C -1.0590 -4.2741 -0.9869
C -1.2046 -3.5646 1.4350
C -2.0758 -2.3661 1.1429
C -3.3758 -2.4024 1.5642
C -4.2975 -1.3396 1.2673
C -3.8752 -0.2013 0.5617
C -2.5676 -0.1274 0.1786
C -1.6049 -1.1559 0.5170
H -2.6322 -6.2428 -0.2236
H -3.4534 -4.7554 0.2825
H -2.7565 -5.8590 1.5073
H -0.6128 -5.3753 0.6848
H -1.9260 -3.7392 -1.3671
H -0.8913 -5.1603 -1.5938
H -0.1805 -3.6373 -1.0069
H -0.1558 -3.2786 1.4613
H -1.4735 -3.9983 2.3961
H -3.7385 -3.2478 2.1386
H -5.3358 -1.4379 1.5671
H -4.5713 0.5959 0.3325
H -2.2417 0.7494 -0.3620
C 4.1597 -4.4404 1.5544
C 4.3305 -3.1170 0.7570
C 3.6404 -1.9983 1.4169
N 2.3932 -1.5588 1.0779
N 1.9801 -0.5479 1.7841
C 2.8975 -0.1848 2.7474
N 2.6936 0.8077 3.5581
S 4.3468 -1.1469 2.7223
H 4.8119 -5.1914 1.1134
H 3.1325 -4.8032 1.5037
H 4.4377 -4.3239 2.6023
H 3.9378 -3.2165 -0.2549
H 5.3965 -2.8836 0.6858
H 1.8340 1.3496 3.5191
H 3.3681 1.0626 4.2784
*
```


[2]
A molecular structure, C25H27N7O3S5Sr at a distorted geometry. Source: the Open Molecules 2025 dataset; level of theory: ωB97M-V/def2-TZVPD.

Computed properties:
DFT total energy: -97954.712 eV
molar mass: 721.49 g/mol
HOMO-LUMO gap: 4.99 eV
E_HOMO: -0.90 eV
LUMO: 4.1 eV

ORCA input file:
```
! RIJCOSX wB97M-V def2-TZVPD def2/J DEFGRID3
* xyz -2 1
Sr -1.1647 0.7553 -0.2416
C -5.1576 -1.0982 -1.0207
C -3.6507 -1.1455 -0.8306
O -3.1607 -0.2937 -0.0276
C -2.9296 -2.1052 -1.5399
C -1.5145 -2.3184 -1.5002
C -0.9524 -3.4323 -2.3439
N -0.7252 -1.5666 -0.7892
N 0.6423 -1.8807 -0.8270
C 1.3300 -1.0445 -0.0950
O 0.9119 -0.0486 0.5959
C 2.8189 -1.3014 -0.0787
C 3.6038 -0.6039 0.8350
C 4.9778 -0.8198 0.9035
C 5.5889 -1.7183 0.0396
C 4.8105 -2.4089 -0.8886
C 3.4366 -2.2098 -0.9408
H -5.5773 -0.3941 -0.3047
H -5.6108 -2.0843 -0.8858
H -5.3987 -0.7522 -2.0300
H -3.4950 -2.7543 -2.1979
H -1.7520 -4.0358 -2.7728
H -0.2811 -4.0608 -1.7575
H -0.3586 -2.9977 -3.1525
H 3.1042 0.1069 1.4826
H 5.5703 -0.2730 1.6292
H 6.6600 -1.8838 0.0857
H 5.2752 -3.1161 -1.5673
H 2.8095 -2.7452 -1.6440
O -1.9283 2.5097 1.6502
C -0.7844 2.8387 2.4478
C -1.1620 2.7125 3.9084
C -1.7693 1.3409 4.2291
C -0.8674 0.1845 3.8611
C 0.3265 -0.0600 4.5358
C 1.1166 -1.1281 4.1401
C 0.6960 -1.9208 3.0856
C -0.5008 -1.6006 2.4632
N -1.2719 -0.5792 2.8414
H -1.9611 3.0492 0.8390
H -0.4124 3.8318 2.2028
H 0.0294 2.1380 2.2237
H -1.8856 3.4874 4.1770
H -0.2591 2.8864 4.5052
H -2.6872 1.2200 3.6554
H -2.0273 1.2969 5.2922
H 0.6260 0.5855 5.3546
H 2.0557 -1.3305 4.6415
H 1.2976 -2.7398 2.7145
H -0.8465 -2.1595 1.5973
S -5.6972 1.6330 -6.3125
C -4.5178 1.7441 -5.1097
S -3.0251 0.9301 -5.1524
C -2.3236 1.5134 -3.6640
C -3.1136 2.3627 -2.9544
S -2.8249 3.1928 -1.4422
S -4.6638 2.6837 -3.6989
S -0.7208 0.8988 -3.2955
N 4.5225 1.1908 -1.9639
C 3.2687 1.7122 -1.7509
N 2.2938 1.3232 -2.5593
N 3.1444 2.6170 -0.7955
C 1.8822 2.8876 -0.4603
N 0.7932 3.1368 -0.1446
H 4.5246 0.2468 -2.3255
H 5.0826 1.2706 -1.1311
H 2.4002 0.5446 -3.1853
H 1.3796 1.7799 -2.5551
*
```


[3]
A single C25H27NO4 molecule. Source: the Open Molecules 2025 dataset; level of theory: ωB97M-V/def2-TZVPD.

Computed properties:
structure (SMILES): COc1cccc(C(=O)[C@H]2CCCN(C(=O)c3cccc(C#CC(C)(C)O)c3)C2)c1
DFT total energy: -36042.081 eV
molar mass: 405.49 g/mol
HOMO-LUMO gap: 9.17 eV
E_HOMO: -8.58 eV
LUMO: 0.6 eV

ORCA input file:
```
! RIJCOSX wB97M-V def2-TZVPD def2/J DEFGRID3
* xyz 0 1
C -6.9907 -1.4543 0.7561
O -6.4620 -1.9348 -0.4551
C -5.1452 -1.7184 -0.7276
C -4.6875 -2.2264 -1.9461
C -3.3656 -2.0785 -2.3099
C -2.4773 -1.4284 -1.4708
C -2.9288 -0.8946 -0.2687
C -1.9447 -0.1891 0.5857
O -0.8087 -0.5853 0.7169
C -2.4039 1.1328 1.1966
C -1.5318 1.5281 2.4005
C -0.9114 2.9116 2.2263
C -0.0904 2.9563 0.9389
N -0.8452 2.4016 -0.1711
C -0.2602 1.8062 -1.2391
O -0.9026 1.2583 -2.1166
C 1.2334 1.8853 -1.2825
C 1.8794 3.0073 -1.7868
C 3.2626 3.0300 -1.8619
C 4.0037 1.9450 -1.4343
C 3.3591 0.8151 -0.9297
C 4.1115 -0.3000 -0.4907
C 4.7211 -1.2585 -0.0932
C 5.5189 -2.4094 0.3274
C 5.5997 -2.4445 1.8561
C 4.8648 -3.6891 -0.2171
O 6.8545 -2.2882 -0.1476
C 1.9670 0.7873 -0.8601
C -2.2478 2.1695 0.0624
C -4.2641 -1.0424 0.1051
H -6.9191 -0.3634 0.8226
H -6.4936 -1.9061 1.6210
H -8.0401 -1.7445 0.7547
H -5.3932 -2.7374 -2.5818
H -3.0219 -2.4754 -3.2526
H -1.4452 -1.2931 -1.7503
H -3.4596 1.0791 1.4644
H -2.1180 1.4971 3.3196
H -0.7234 0.7971 2.4890
H -0.2535 3.1300 3.0683
H -1.6897 3.6767 2.2111
H 0.1983 3.9906 0.7093
H 0.8248 2.3726 1.0759
H 1.2993 3.8528 -2.1263
H 3.7646 3.9012 -2.2570
H 5.0824 1.9607 -1.4882
H 4.6037 -2.5123 2.2845
H 6.1906 -3.3029 2.1646
H 6.0847 -1.5403 2.2144
H 5.4620 -4.5523 0.0685
H 4.7995 -3.6491 -1.3037
H 3.8612 -3.7978 0.1851
H 6.8377 -2.2236 -1.1086
H 1.4594 -0.0825 -0.4686
H -2.7440 3.1064 0.3280
H -2.6795 1.7901 -0.8672
H -4.5952 -0.6663 1.0604
*
```


[4]
A single C25H27NO4S molecule. Source: the Open Molecules 2025 dataset; level of theory: ωB97M-V/def2-TZVPD.

Computed properties:
structure (SMILES): CCO[C@H]1OC(C(=O)Nc2ccccc2)=C[C@@H](c2csc3ccccc23)[C@@H]1CCCO
DFT total energy: -46878.913 eV
molar mass: 437.56 g/mol
HOMO-LUMO gap: 8.65 eV
E_HOMO: -8.15 eV
LUMO: 0.5 eV

ORCA input file:
```
! RIJCOSX wB97M-V def2-TZVPD def2/J DEFGRID3
* xyz 0 1
C 0.5055 -0.1288 4.0074
C 0.5686 -0.7815 2.6303
O -0.4935 -0.3842 1.7753
C -0.3577 0.8633 1.1618
O 0.7480 0.8685 0.2808
C 0.5729 0.0172 -0.7964
C 1.8008 -0.6616 -1.3016
O 1.7588 -1.4625 -2.2138
N 2.9198 -0.2704 -0.6340
C 4.2451 -0.6654 -0.8141
C 5.2149 -0.0744 -0.0053
C 6.5433 -0.4280 -0.1384
C 6.9211 -1.3741 -1.0768
C 5.9586 -1.9627 -1.8795
C 4.6254 -1.6170 -1.7560
C -0.6242 -0.2018 -1.3383
C -1.8457 0.5465 -0.9142
C -3.0942 -0.2857 -1.0142
C -4.2271 0.1653 -1.6003
S -5.5385 -0.9627 -1.5776
C -4.5420 -2.1225 -0.7447
C -4.9167 -3.3963 -0.3456
C -3.9850 -4.1772 0.3053
C -2.7015 -3.6930 0.5562
C -2.3279 -2.4287 0.1592
C -3.2501 -1.6177 -0.5036
C -1.7001 1.1942 0.4896
C -1.9361 2.7077 0.4360
C -0.8388 3.4903 -0.2867
C -1.3062 4.9146 -0.5985
O -2.4014 4.9439 -1.4818
H 0.6659 0.9450 3.9433
H -0.4673 -0.3096 4.4569
H 1.2758 -0.5555 4.6436
H 0.4510 -1.8637 2.7243
H 1.5346 -0.5747 2.1525
H -0.1094 1.6407 1.9014
H 2.7655 0.4319 0.0797
H 4.9207 0.6656 0.7269
H 7.2862 0.0374 0.4928
H 7.9597 -1.6496 -1.1804
H 6.2464 -2.7013 -2.6128
H 3.8765 -2.0736 -2.3808
H -0.7035 -0.8962 -2.1588
H -1.9684 1.3603 -1.6421
H -4.3887 1.1208 -2.0624
H -5.9135 -3.7587 -0.5442
H -4.2529 -5.1732 0.6248
H -1.9905 -4.3235 1.0690
H -1.3398 -2.0518 0.3643
H -2.4582 0.7538 1.1449
H -2.0293 3.0905 1.4549
H -2.8871 2.8914 -0.0691
H 0.0629 3.5395 0.3242
H -0.5715 2.9936 -1.2231
H -0.4685 5.4984 -1.0060
H -1.6576 5.4034 0.3129
H -2.1349 4.5441 -2.3175
*
```


[5]
A gas-phase ion, C25H27O (charge +1) at a distorted geometry. Source: the Open Molecules 2025 dataset; level of theory: ωB97M-V/def2-TZVPD.

Computed properties:
DFT total energy: -28403.080 eV
molar mass: 343.49 g/mol
HOMO-LUMO gap: 8.11 eV
E_HOMO: -11.26 eV
LUMO: -3.2 eV

ORCA input file:
```
! RIJCOSX wB97M-V def2-TZVPD def2/J DEFGRID3
* xyz 1 1
C -1.1576 5.5677 -0.8869
C -0.6247 5.0682 0.3173
C -0.5547 3.6876 0.5291
C -1.0893 2.7907 -0.4106
C -1.0271 1.3080 -0.1746
C 0.0603 0.7902 0.4568
C 0.3358 -0.6103 0.8436
C 1.0053 -0.9433 2.1652
C 0.8821 -2.2308 2.6890
C 1.5740 -2.5782 3.8540
C 2.4318 -1.6553 4.4680
C 2.5424 -0.3662 3.9436
C 1.8472 -0.0118 2.7773
C -2.1584 0.4903 -0.7041
C -1.9665 -0.7980 -1.2211
C -3.0347 -1.5759 -1.6597
C -4.3348 -1.0462 -1.6355
C -4.5319 0.2777 -1.2019
C -3.4580 1.0262 -0.7314
C -1.6146 3.3068 -1.6159
C -1.6456 4.6784 -1.8581
H -1.1797 6.6503 -1.0674
H -0.2782 5.7511 1.0921
H -0.1381 3.2929 1.4578
H 0.8697 1.4787 0.6925
H -0.3687 -1.3813 0.5248
H 0.2371 -2.9542 2.1707
H 1.4698 -3.5900 4.2501
H 2.9971 -1.9370 5.3534
H 3.2104 0.3671 4.4038
H 1.9570 0.9837 2.3428
H -0.9598 -1.2049 -1.2599
H -2.8569 -2.5960 -2.0080
H -5.1839 -1.6566 -1.9624
H -5.5287 0.7156 -1.2094
H -3.6251 2.0305 -0.3368
H -2.0170 2.6251 -2.3693
H -2.0692 5.0609 -2.7922
C 1.1804 -1.5094 -2.4202
C 1.9023 -1.9507 -1.1615
C 1.3185 -3.2424 -0.6317
C 3.4190 -1.9251 -1.3247
O 1.6614 -0.7855 -0.1233
H 1.3824 -0.4506 -2.6452
H 1.5240 -2.0999 -3.2741
H 0.1051 -1.6847 -2.3342
H 1.7485 -3.5162 0.3439
H 0.2222 -3.1822 -0.5773
H 1.5907 -4.0406 -1.3337
H 3.9133 -2.2752 -0.3998
H 3.7507 -2.5929 -2.1282
H 3.7510 -0.9082 -1.5886
H 2.5134 -0.6480 0.3717
*
```


[6]
A molecular structure, C25H28AsBCl2F6N8O4RbS2 at a distorted geometry. Source: the Open Molecules 2025 dataset; level of theory: ωB97M-V/def2-TZVPD.

Computed properties:
DFT total energy: -171688.629 eV
molar mass: 924.78 g/mol
HOMO-LUMO gap (spin up / spin down): 6.46 / 7.30 eV
E_HOMO (spin up / spin down): -2.81 / -3.66 eV
LUMO (spin up / spin down): 3.7 / 3.6 eV

ORCA input file:
```
! RIJCOSX wB97M-V def2-TZVPD def2/J DEFGRID3
* xyz -2 2
Rb -0.1315 1.8822 0.6281
B -3.6699 4.3682 0.8502
N -2.4859 5.1181 1.5255
C -2.5316 6.2310 2.2715
C -1.2475 6.5512 2.6678
C -0.4672 5.5363 2.0972
N -1.2203 4.6851 1.4141
N -4.0353 3.0773 1.6410
C -5.1092 2.8821 2.4195
C -5.0682 1.5946 2.9171
C -3.8896 1.0732 2.3686
N -3.2765 1.9681 1.6055
H -4.6370 5.1061 0.9218
H -3.3711 4.0818 -0.2832
H -3.4780 6.7094 2.4582
H -0.9282 7.3804 3.2748
H 0.5987 5.3747 2.1615
H -5.8207 3.6781 2.5553
H -5.7717 1.1130 3.5746
H -3.4595 0.0933 2.4994
C 2.7420 -3.3981 -5.9562
C 2.4279 -2.2817 -4.9998
C 1.6378 -2.4967 -3.8792
C 1.3355 -1.4708 -2.9960
C 1.8106 -0.1955 -3.2573
C 2.5969 0.0427 -4.3776
C 2.9116 -0.9995 -5.2330
S 1.3444 1.1930 -2.2426
O 1.9483 2.3404 -2.8810
O 1.7096 0.9247 -0.8690
N -0.2645 1.2424 -2.2584
C -0.8480 1.2632 -3.4712
C -1.4495 -0.4973 -4.1091
O -1.4309 -0.4009 -5.3056
O -1.7155 -1.2089 -3.1893
H 2.2489 -4.3240 -5.6600
H 3.8154 -3.5930 -6.0000
H 2.4141 -3.1512 -6.9666
H 1.2179 -3.4792 -3.7121
H 0.6911 -1.6454 -2.1463
H 2.9416 1.0483 -4.5671
H 3.5197 -0.8080 -6.1098
H -0.2706 1.5351 -4.3560
H -1.8652 1.6492 -3.4606
C -3.3255 -4.5486 0.2982
N -1.8910 -4.4765 0.1523
C -1.2003 -4.8252 -0.9906
C 0.0960 -4.5311 -0.7769
N 0.1848 -3.9733 0.4862
C -1.0487 -3.9458 1.0812
S -1.4238 -3.5031 2.6402
C 1.3396 -3.2534 0.9147
C 2.5821 -3.8689 0.8917
C 3.6796 -3.0836 1.2153
C 3.4823 -1.7564 1.5626
C 2.1831 -1.2663 1.5683
N 1.1279 -1.9965 1.2333
H -3.6806 -5.5093 -0.0767
H -3.7949 -3.7334 -0.2539
H -3.5597 -4.4515 1.3569
H -1.6924 -5.2320 -1.8534
H 0.9559 -4.6099 -1.4124
H 2.6793 -4.9167 0.6433
H 4.6747 -3.5117 1.2014
H 4.2932 -1.0922 1.8172
H 1.9839 -0.2471 1.8526
F 1.7708 2.2688 2.0593
As 3.2717 2.4160 3.0120
F 4.0775 1.4066 1.8435
F 2.7983 0.9593 3.8722
F 4.6984 2.5559 3.9912
F 2.3872 3.3849 4.1583
F 3.6908 3.8282 2.0984
Cl -0.9696 -0.0019 6.0920
C 0.1833 0.3844 4.7885
Cl -0.5561 0.2618 3.1959
H 0.9997 -0.3260 4.8422
H 0.5336 1.4015 4.9303
*
```


Energy above the lowest of the compared OMol25 structures with the same formula, charge and spin? In order: 83.5 10.3 75.0 21.8 0.0 102.4 kJ/mol.